DFT (wB97M-V/def2-TZVPD) results for a 9-piece molecular cluster, C11H40N4O9 overall at a distorted geometry.

Positions of all 64 atoms, in Å:
C 1.10887 -0.01559 0.56942
C -0.06613 -0.76759 0.06642
O -0.90613 -0.89859 1.10642
H 1.84087 -0.56759 1.12142
H 0.84687 0.83541 1.22342
H 1.62487 0.47941 -0.26058
H 0.24287 -1.66059 -0.45158
H -0.64413 -0.16759 -0.63858
H -1.79413 -0.89859 0.78742
C 1.93787 -1.61959 -2.94558
C 1.51487 -0.25959 -3.43058
O 0.69587 -0.40959 -4.58158
H 2.46787 -1.52959 -1.94158
H 2.68987 -1.92459 -3.62358
H 1.08487 -2.23459 -2.74458
H 2.46387 0.30341 -3.61858
H 0.88887 0.22441 -2.71358
H 0.74387 0.42241 -5.02658
C -3.28613 1.29941 0.45242
O -3.52213 -0.04659 0.34642
N -2.08313 1.74441 0.78542
N -4.04813 2.19441 -0.08358
H -1.39613 1.03041 1.12342
H -1.83313 2.69641 1.14542
H -4.96013 1.74541 -0.36358
H -3.90013 3.18641 -0.13758
C -2.23113 -2.94859 -1.33958
O -2.41713 -3.67059 -0.20958
N -1.37313 -3.45759 -2.22558
N -2.83813 -1.82459 -1.61558
H -0.87113 -4.22059 -1.84358
H -1.25113 -3.21759 -3.19658
H -3.39413 -1.56259 -0.82058
H -2.50713 -1.08459 -2.25858
C 4.28287 2.10141 -1.47658
O 3.07787 2.73241 -1.18558
H 5.11287 2.84041 -1.41158
H 4.33187 1.74941 -2.51058
H 4.60987 1.20541 -0.88158
H 3.35287 3.45341 -0.67258
C -3.46713 -3.11959 3.32942
O -2.94513 -2.48059 4.50942
H -4.50913 -2.88859 3.17042
H -3.34513 -4.15659 3.32342
H -2.93413 -2.84459 2.44042
H -1.99013 -2.53059 4.34742
C 3.16387 1.96941 2.16442
O 3.17687 3.34941 1.84142
H 2.12387 1.59241 2.51242
H 3.97187 1.71841 2.94042
H 3.41287 1.34441 1.35342
H 2.49987 3.51341 1.19142
C -0.20613 2.88641 -2.02158
O -1.47213 2.45741 -1.77858
H 0.41687 2.44141 -1.24758
H -0.09213 3.96941 -2.02458
H 0.04487 2.50041 -2.98658
H -1.61513 2.43541 -0.80058
C 0.98987 -1.21059 4.10242
O -0.36513 -1.56459 3.81542
H 1.14787 -1.05359 5.13142
H 1.19587 -0.25359 3.64342
H 1.67187 -1.89559 3.65542
H -0.47313 -1.43659 2.86942

## Properties
HOMO-LUMO gap: 0.321 hartree
electronic energy: -1339.15573 a.u.
SMILES: NC(N)=O.NC(N)=O.CCO.CCO.CO.CO.CO.CO.CO
E_HOMO: -8.84 eV
multiplicity: 1
energy relative to the best compared isomer or geometry (same formula, charge and spin): 2.402 eV
LUMO level: -0.107 eV

List of natural (NBO) charges in e, atom by atom: C -0.62; C -0.08; O -0.76; H 0.21; H 0.19; H 0.22; H 0.18; H 0.16; H 0.52; C -0.63; C -0.07; O -0.73; H 0.20; H 0.21; H 0.22; H 0.16; H 0.16; H 0.47; C 0.78; O -0.77; N -0.88; N -0.79; H 0.44; H 0.41; H 0.43; H 0.41; C 0.75; O -0.74; N -0.84; N -0.83; H 0.41; H 0.40; H 0.45; H 0.41; C -0.26; O -0.72; H 0.17; H 0.17; H 0.16; H 0.47; C -0.26; O -0.74; H 0.17; H 0.16; H 0.18; H 0.49; C -0.25; O -0.72; H 0.16; H 0.19; H 0.16; H 0.46; C -0.23; O -0.75; H 0.16; H 0.15; H 0.17; H 0.47; C -0.24; O -0.76; H 0.18; H 0.15; H 0.16; H 0.50